(1)
This record from OMol25 describes C24H19NO4PSTc as an isolated structure. The level of theory is the ωB97M-V functional and the def2-TZVPD basis.

Calculated values
2S+1   4
Gap between HOMO and LUMO (spin up / spin down)   8.30 / 7.50 eV
HOMO energy (spin up / spin down)   -12.0 / -12.6 eV
Total charge   +1

Structure (XYZ):
```
51
Properties=species:S:1:pos:R:3:lowdin_charge:R:1
Tc -0.07102 -0.23802 0.04113 1.4164
C -0.96212 0.89352 1.77264 -0.1749
C -1.81742 1.09364 0.65973 -0.1552
C -1.09737 1.80655 -0.33087 -0.1285
C 0.20990 2.05091 0.17072 -0.1517
C 0.29100 1.50471 1.46984 -0.1706
H -1.21699 0.38174 2.68768 0.1205
H -2.82444 0.71957 0.56458 0.1277
H -1.46395 2.08329 -1.30691 0.1295
H 1.00171 2.56334 -0.35253 0.1299
H 1.15899 1.52935 2.11005 0.1166
O 2.33944 -1.45723 -3.34730 -0.2391
S 1.37185 -1.79474 -2.35899 0.5326
O 0.10143 -2.31650 -2.75226 -0.2599
O 1.17187 -0.53786 -1.45260 -0.5255
C 2.11344 -2.97475 -1.25702 -0.2459
C 2.70208 -4.04204 -1.92614 -0.0331
C 3.28427 -5.08140 -1.22093 -0.0297
C 3.29273 -5.06200 0.16358 -0.0392
C 2.71881 -3.99623 0.83519 -0.0765
C 2.11063 -2.94598 0.14259 -0.2965
P 1.58197 -1.56146 1.18648 1.0491
C 3.08233 -0.67037 1.62820 -0.3494
C 3.81828 -1.04077 2.75391 -0.0848
C 5.01707 -0.40461 3.03390 -0.0512
C 5.48982 0.59028 2.18867 -0.0503
C 4.76815 0.94763 1.05823 -0.0526
C 3.56536 0.31979 0.77434 -0.0889
C 0.80207 -2.20740 2.67252 -0.3662
C -0.00408 -3.34279 2.59843 -0.0877
C -0.73698 -3.74276 3.70473 -0.0472
C -0.67230 -3.01287 4.88345 -0.0517
C 0.12753 -1.88076 4.96074 -0.0583
C 0.86186 -1.47372 3.85781 -0.1085
H 2.70968 -4.04982 -3.00758 0.1291
H 3.73812 -5.90239 -1.75877 0.1219
H 3.75064 -5.86697 0.72131 0.1187
H 2.74569 -3.98511 1.91778 0.1119
H 3.46035 -1.81827 3.41695 0.1070
H 5.58368 -0.68914 3.90983 0.1157
H 6.42650 1.08404 2.40834 0.1158
H 5.14540 1.70986 0.39029 0.1160
H 3.02662 0.58281 -0.12797 0.0931
H -0.06692 -3.91728 1.68324 0.1065
H -1.35912 -4.62497 3.64346 0.1176
H -1.24444 -3.32910 5.74492 0.1156
H 0.18482 -1.31717 5.88202 0.1150
H 1.48910 -0.59332 3.93052 0.1047
O -2.04374 -3.85905 -0.87397 0.1981
C -1.58187 -2.85605 -0.52116 -0.4223
N -1.12369 -1.82220 -0.09330 -0.0635
```

---

(2)
This record from OMol25 describes a 19-piece molecular cluster, C66H198N21O19P7S12 overall at a distorted geometry. The level of theory is the ωB97M-V functional and the def2-TZVPD basis.

Calculated values
Gap between HOMO and LUMO   8.05 eV
HOMO energy   -8.0 eV

Structure (XYZ):
```
323
Properties=species:S:1:pos:R:3:lowdin_charge:R:1
O -2.06388 4.26310 6.69306 -0.3112
P -1.17034 5.01565 5.73757 0.5435
N -0.63012 6.39906 6.51887 -0.3299
C -1.24751 6.98681 7.64535 -0.1299
C 0.33881 7.29332 5.92615 -0.1102
N -1.92963 5.37178 4.36510 -0.2788
C -3.38834 5.59756 4.44792 -0.0858
C -1.37026 6.16496 3.23711 -0.0941
N 0.31410 4.26287 5.23628 -0.2565
C 0.28365 3.00523 4.46124 -0.0966
C 1.24162 4.08531 6.39130 -0.1273
H -0.52186 7.40509 8.34646 0.0885
H -1.95429 6.30937 8.09898 0.0720
H -1.86495 7.78157 7.19287 0.0877
H 1.30547 7.11671 6.35363 0.0606
H -0.01186 8.30344 6.12986 0.0847
H 0.50688 7.11781 4.81173 0.0713
H -3.62955 6.55087 4.93872 0.0915
H -3.75282 5.61073 3.42294 0.0777
H -3.87648 4.80661 4.92119 0.0529
H -1.78241 5.75390 2.30185 0.0543
H -1.55553 7.25378 3.24272 0.0996
H -0.26124 6.07099 3.13145 0.0571
H 1.23652 2.78904 4.06056 0.0486
H -0.24580 2.21379 4.90754 0.0393
H -0.34710 3.30074 3.56191 0.0985
H 2.10979 3.58717 5.98272 0.0478
H 0.89175 3.42636 7.17792 0.0794
H 1.48990 4.89334 7.02681 0.0603
O -2.88258 -0.93095 4.20839 -0.2680
P -2.12054 -2.02893 4.83633 0.4984
N -2.23047 -3.57721 4.14502 -0.3002
C -3.44741 -4.29115 4.34509 -0.1274
C -1.71141 -3.75708 2.81113 -0.1061
N -2.57096 -2.29743 6.38635 -0.3092
C -3.92045 -1.92988 6.89837 -0.0963
C -1.76791 -3.09943 7.33969 -0.0808
N -0.51043 -1.70973 4.81442 -0.2788
C 0.52003 -2.69663 5.23019 -0.0796
C -0.10066 -0.29767 4.86784 -0.1041
H -3.30477 -5.35156 3.99195 0.1054
H -4.26799 -3.86955 3.78869 0.0384
H -3.83380 -4.29246 5.40288 0.0919
H -1.70029 -4.82593 2.63876 0.0835
H -0.75581 -3.26799 2.75607 0.0403
H -2.37399 -3.29069 2.01867 0.1021
H -4.51064 -1.47664 6.11522 0.0536
H -4.45410 -2.87419 7.28565 0.0979
H -3.82930 -1.21861 7.73165 0.0830
H -2.38684 -3.25857 8.23705 0.0860
H -1.61174 -4.01462 6.83489 0.0536
H -0.83633 -2.55048 7.61688 0.0866
H 0.95443 -2.40491 6.17751 0.0726
H 0.03951 -3.69545 5.34076 0.0899
H 1.23312 -2.73815 4.47872 0.0314
H -0.99588 0.36334 4.65284 0.0924
H 0.60607 -0.17199 4.07454 0.0536
H 0.35747 -0.02903 5.83685 0.0882
O 7.52835 -6.20642 -3.55385 -0.3026
P 7.91879 -4.98219 -2.77666 0.5523
N 7.99440 -3.52538 -3.63692 -0.2926
C 7.32921 -3.62376 -4.98578 -0.1077
C 8.96640 -2.45760 -3.62406 -0.1311
N 9.39207 -5.03480 -2.00707 -0.3119
C 10.55732 -5.25318 -2.94140 -0.0838
C 9.51151 -5.88278 -0.88949 -0.1479
N 6.76627 -4.81358 -1.55555 -0.2896
C 6.87141 -3.90454 -0.46225 -0.1512
C 6.09014 -6.02581 -1.11519 -0.1156
H 6.58555 -4.44075 -5.02677 0.0747
H 8.09630 -3.92010 -5.75500 0.0922
H 6.99230 -2.69856 -5.34604 0.0485
H 9.52810 -2.64268 -2.69072 0.0792
H 8.44514 -1.48899 -3.59522 0.0636
H 9.67467 -2.53551 -4.48818 0.0932
H 10.31655 -5.03108 -4.02119 0.0928
H 11.39574 -4.71696 -2.65030 0.0496
H 10.74184 -6.37031 -2.91966 0.1031
H 9.35701 -6.94250 -1.06252 0.0901
H 10.52077 -5.77755 -0.53821 0.0811
H 8.77189 -5.57743 -0.10972 0.0767
H 7.11881 -4.40356 0.50853 0.0827
H 7.55503 -3.09515 -0.61523 0.0761
H 5.85106 -3.49343 -0.26465 0.0391
H 6.20562 -6.71188 -1.95617 0.0677
H 5.06554 -5.93940 -0.71120 0.0648
H 6.66670 -6.50870 -0.30752 0.0806
O -0.83639 4.12522 -3.78593 -0.2808
P -0.34087 4.86141 -2.60499 0.5322
N -1.46548 5.33381 -1.49138 -0.2619
C -1.08254 5.76716 -0.12353 -0.1017
C -2.66354 6.06323 -1.97956 -0.0920
N 0.35083 6.27185 -3.19329 -0.3052
C 0.42452 7.51283 -2.55095 -0.1560
C 1.35219 6.26222 -4.28025 -0.1038
N 0.89903 4.11194 -1.73221 -0.2688
C 2.26638 4.64156 -1.74267 -0.0936
C 0.74531 2.71170 -1.37115 -0.1261
H -1.18875 4.91182 0.47712 0.0294
H -1.64036 6.62846 0.17225 0.0788
H -0.06305 6.15266 -0.05791 0.0702
H -2.89051 5.77537 -3.02453 0.0898
H -2.46601 7.13060 -2.11659 0.0754
H -3.47950 5.83343 -1.38361 0.0517
H 1.30682 7.58523 -1.89830 0.0670
H 0.39808 8.34870 -3.27405 0.1031
H -0.41125 7.64448 -1.86631 0.0621
H 1.66691 5.27470 -4.60481 0.0724
H 0.98320 6.73152 -5.17152 0.0739
H 2.27333 6.79064 -3.87264 0.0983
H 2.83202 4.31612 -2.67342 0.0979
H 2.20827 5.72300 -1.69361 0.0488
H 2.81164 4.16416 -0.92624 0.0436
H 1.07931 2.07316 -2.21338 0.0783
H -0.32777 2.37345 -1.22332 0.0643
H 1.25080 2.41119 -0.43907 0.0632
O -5.52846 0.36447 -2.31230 -0.2975
P -6.46203 0.03127 -3.43746 0.5225
N -8.04701 0.30624 -3.02707 -0.2982
C -9.07581 -0.00950 -4.01397 -0.0896
C -8.55041 0.56189 -1.70849 -0.1192
N -6.25185 -1.53862 -3.97113 -0.2591
C -4.87903 -1.82615 -4.35731 -0.1550
C -6.85890 -2.63702 -3.19874 -0.0851
N -6.05355 0.91298 -4.73251 -0.2830
C -5.75111 2.30359 -4.52609 -0.0991
C -6.23591 0.55654 -6.13448 -0.1141
H -8.65204 -0.07330 -5.00684 0.0607
H -9.90273 0.73992 -4.02257 0.1039
H -9.36630 -1.00742 -3.84398 0.0606
H -9.03976 1.53725 -1.72212 0.0823
H -7.73212 0.53766 -0.98315 0.0702
H -9.22460 -0.23328 -1.34024 0.0802
H -4.56652 -1.08619 -5.15426 0.0368
H -4.06268 -1.71080 -3.61267 0.0710
H -4.75789 -2.86342 -4.79758 0.0931
H -6.18548 -3.09882 -2.48885 0.0548
H -7.62747 -2.31201 -2.51910 0.0579
H -7.34161 -3.28066 -3.84640 0.0603
H -4.81277 2.57817 -5.01692 0.0822
H -6.50413 2.89563 -4.97292 0.0680
H -5.88105 2.51063 -3.49039 0.0712
H -6.46505 -0.50679 -6.15557 0.0606
H -5.37184 0.69935 -6.83214 0.0784
H -7.03410 1.14032 -6.57530 0.0763
O 1.95476 8.55647 3.02063 -0.3213
P 3.13370 7.76697 2.50473 0.5299
N 3.23919 7.85379 0.87484 -0.3059
C 2.97926 9.17896 0.33767 -0.1089
C 4.31518 7.09899 0.27923 -0.1132
N 3.01449 6.13512 2.81288 -0.2669
C 3.32094 5.62315 4.14817 -0.1010
C 2.10723 5.24266 2.02730 -0.0581
N 4.56764 8.33857 3.24079 -0.2882
C 4.50372 9.63256 3.94057 -0.0973
C 5.80737 7.50853 3.37026 -0.1069
H 3.05457 9.16094 -0.73191 0.0668
H 3.71672 9.87490 0.73253 0.0745
H 2.00096 9.59508 0.67518 0.0926
H 4.26087 6.08249 0.65033 0.0501
H 5.33879 7.45427 0.53143 0.0906
H 4.10997 7.02469 -0.78326 0.0769
H 4.05808 4.80385 4.03861 0.0749
H 3.65363 6.42650 4.80806 0.0845
H 2.36735 5.22149 4.44195 0.0335
H 1.18039 5.73142 1.89574 0.0398
H 2.48606 4.98901 1.08622 0.0255
H 1.90444 4.31469 2.56464 0.0716
H 5.02910 9.52840 4.91183 0.0863
H 5.07876 10.30577 3.33337 0.0666
H 3.45984 9.88333 4.04117 0.0598
H 6.61470 8.13992 2.97870 0.0786
H 5.81879 6.58929 2.81400 0.0632
H 6.09374 7.32727 4.39222 0.0659
O -7.96250 -2.22888 -0.00753 -0.2624
P -7.23889 -2.82517 1.11368 0.5153
N -7.76587 -4.27015 1.75279 -0.3252
C -8.35734 -5.25017 0.96657 -0.1788
C -7.50407 -4.72146 3.10042 -0.0866
N -7.01695 -1.71334 2.34916 -0.2794
C -5.97766 -1.74123 3.27278 -0.1560
C -8.20733 -0.89909 2.63132 -0.0896
N -5.68321 -3.21280 0.72835 -0.2673
C -4.98749 -2.18396 -0.02606 -0.1153
C -5.29914 -4.52188 0.22999 -0.1169
H -9.30176 -5.62056 1.43248 0.0937
H -7.74412 -6.16899 0.75800 0.0867
H -8.60420 -4.79308 -0.02994 0.0958
H -6.45970 -4.64934 3.38716 0.0644
H -7.89926 -5.74044 3.22345 0.0934
H -8.04354 -4.10711 3.79820 0.0736
H -5.68022 -0.76359 3.61732 0.0809
H -6.31034 -2.32056 4.12381 0.0726
H -5.05830 -2.16858 2.91718 0.0539
H -8.82009 -1.15588 3.47215 0.0660
H -7.92336 0.16249 2.75987 0.0891
H -8.84262 -0.92248 1.72109 0.0744
H -5.42655 -1.24809 0.13762 0.0469
H -3.89291 -2.20962 0.03086 0.0698
H -5.14425 -2.27717 -1.13601 0.0684
H -4.16848 -4.64784 0.23968 0.0854
H -5.64858 -4.71046 -0.76980 0.0638
H -5.68079 -5.43036 0.78769 0.0874
C -4.09862 -1.70995 -7.67820 -0.2599
S -2.74509 -2.78228 -7.07563 0.7833
O -2.83070 -4.04205 -7.82865 -0.5779
C -1.54251 -1.82594 -8.07561 -0.2217
H -4.17871 -1.89466 -8.75540 0.0664
H -3.79979 -0.68872 -7.34108 0.0208
H -5.04736 -2.02000 -7.21260 0.0435
H -1.70980 -0.75279 -7.83861 0.0528
H -1.81098 -2.04765 -9.06415 0.0330
H -0.52582 -2.10391 -7.85707 0.0423
C 4.25279 1.37756 -2.15032 -0.2341
S 5.62015 0.24543 -1.80748 0.8658
O 5.03151 -0.82843 -0.90177 -0.5802
C 5.78743 -0.49650 -3.37358 -0.2875
H 3.27373 0.77526 -2.19403 0.0730
H 4.41408 1.97654 -3.05654 0.0686
H 4.12334 1.99978 -1.29960 -0.0172
H 6.20346 0.21318 -4.01518 0.0367
H 4.81479 -1.00493 -3.71054 0.0616
H 6.49704 -1.33881 -3.35780 0.0225
C 3.57480 1.09019 5.73384 -0.2593
S 4.32563 -0.54916 5.88249 0.8228
O 4.72504 -0.89043 4.49251 -0.5719
C 5.92291 -0.11028 6.56832 -0.2705
H 2.56140 0.85806 5.39576 0.0174
H 4.04383 1.69802 4.99684 0.0357
H 3.48024 1.65563 6.66980 0.0656
H 6.51444 -0.99304 6.37257 0.0380
H 5.77633 0.08943 7.67746 0.0744
H 6.38392 0.75988 5.98736 0.0859
C 2.76331 -4.56022 2.64825 -0.2630
S 4.13050 -4.05902 1.60502 0.8770
O 3.64624 -4.47100 0.20724 -0.5772
C 3.80562 -2.23505 1.72849 -0.2242
H 1.90369 -4.19717 2.10120 0.0362
H 2.92090 -3.98742 3.57399 0.0413
H 2.80529 -5.64380 2.83069 0.0699
H 2.74898 -2.09000 1.46077 0.0395
H 4.47918 -1.62201 1.10111 0.0278
H 4.03944 -2.00507 2.77106 0.0079
C 4.10313 -3.29109 -2.55620 -0.2493
S 2.58874 -2.90199 -3.42995 0.8083
O 2.77482 -1.49293 -3.84934 -0.5721
C 2.62451 -3.91262 -4.93392 -0.2455
H 4.91047 -3.19290 -3.26458 0.0330
H 4.13189 -4.22257 -2.02129 0.0243
H 4.24236 -2.55954 -1.76731 0.0199
H 3.64509 -3.91470 -5.36809 0.0596
H 1.84407 -3.51330 -5.58975 0.0399
H 2.28573 -4.92834 -4.52056 0.0494
C 0.56030 -6.77074 0.42859 -0.2655
S 1.41623 -8.09581 -0.39053 0.8027
O 2.73137 -8.27818 0.28604 -0.5590
C 1.61566 -7.27729 -1.96030 -0.2554
H -0.14137 -6.30017 -0.24714 0.0173
H 1.29867 -6.02476 0.79929 0.0483
H -0.04697 -7.22587 1.17934 0.0340
H 2.26502 -7.87579 -2.58712 0.0625
H 1.95782 -6.28840 -1.75955 0.0401
H 0.59953 -7.21693 -2.30931 0.0301
C -3.45260 0.83398 1.88010 -0.2579
S -3.34587 2.47051 1.26242 0.8938
O -1.77835 2.63505 1.11769 -0.5923
C -4.01004 2.27875 -0.42558 -0.2358
H -2.51736 0.40099 1.80752 -0.0007
H -4.12763 0.28149 1.29165 0.0333
H -3.69082 0.72284 2.87698 0.0053
H -3.33202 1.61712 -0.93551 0.0195
H -3.86930 3.26863 -0.83869 0.0320
H -5.04473 1.99350 -0.59243 0.0469
C 1.25851 -0.89544 -0.75979 -0.2345
S -0.25056 -0.16409 -0.06751 0.8211
O -1.35300 -0.58987 -0.96222 -0.5298
C -0.26904 -1.29558 1.31678 -0.2645
H 2.05971 -0.30613 -0.30380 0.0269
H 1.19524 -0.69731 -1.82121 0.0260
H 1.27587 -1.96262 -0.71736 0.0469
H 0.57499 -1.16056 2.01043 0.0490
H -0.17890 -2.30890 0.91104 0.0402
H -1.14590 -1.15724 1.92320 0.0197
C -2.75652 -5.17937 -2.43737 -0.2394
S -2.05950 -3.65475 -1.77427 0.8045
O -1.12386 -4.17051 -0.69328 -0.5557
C -1.12386 -3.15727 -3.16258 -0.2619
H -1.94310 -5.88131 -2.71836 0.0541
H -3.29492 -4.78580 -3.34676 0.0593
H -3.49507 -5.56704 -1.68504 0.0478
H -0.54724 -2.31474 -2.95373 0.0170
H -1.91688 -3.04870 -3.93583 0.0444
H -0.52461 -3.98113 -3.43843 0.0060
C 5.91033 1.40467 1.58713 -0.2363
S 4.47982 2.48716 1.73993 0.8235
O 4.46335 3.24809 0.45894 -0.5542
C 3.23980 1.15375 1.77195 -0.2318
H 6.40329 1.23149 2.56418 0.0634
H 6.64194 1.91548 1.01478 0.0385
H 5.68190 0.49303 1.05832 0.0126
H 2.30523 1.67625 1.51732 0.0462
H 3.22026 0.62868 2.69827 0.0259
H 3.49518 0.51645 0.90831 0.0228
C -2.74431 1.59728 -3.43520 -0.2352
S -2.27929 0.47174 -4.78283 0.8421
O -3.03570 0.97892 -6.02312 -0.5736
C -0.57082 1.06096 -4.91416 -0.2279
H -2.71129 2.53716 -3.94273 0.0360
H -1.92976 1.47097 -2.71256 0.0369
H -3.67279 1.16968 -3.12290 -0.0008
H -0.10140 0.65339 -4.00671 0.0423
H -0.57857 2.16348 -4.86815 0.0412
H -0.16187 0.55991 -5.76250 0.0314
C -1.66127 -7.03063 -5.85116 -0.2485
S -0.64207 -5.54724 -5.79640 0.7807
O 0.49509 -5.84487 -4.89598 -0.5757
C 0.02867 -5.71494 -7.46181 -0.2516
H -1.04044 -7.89982 -6.11391 0.0613
H -2.41954 -6.82698 -6.65329 0.0715
H -2.19356 -7.16621 -4.90302 0.0399
H -0.66673 -5.29206 -8.16357 0.0213
H 0.28632 -6.80206 -7.73002 0.0858
H 1.05146 -5.24452 -7.46458 0.0654
```

---

| no. | E (eV) |
| --- | --- |
| 1 | -57193.3024 |
| 2 | -336890.7717 |